{"formula": "C24H20B2Cl3F4N10O2W", "method": "ωB97M-V/def2-TZVPD", "de_lowest_kcal_mol": 13.3, "total_charge": 1, "orbital_gap_ha": 0.2245, "energy_ha": -3521.61861, "elements": ["W", "C", "C", "N", "N", "C", "B", "N", "C", "C", "C", "N", "N", "C", "C", "C", "N", "H", "H", "H", "H", "H", "H", "H", "H", "H", "H", "O", "C", "C", "C", "C", "C", "C", "C", "O", "N", "N", "C", "C", "C", "C", "C", "C", "N", "H", "H", "H", "H", "H", "H", "H", "H", "H", "H", "Cl", "C", "Cl", "Cl", "C", "N", "F", "B", "F", "F", "F"], "xyz": [[-0.1953, 0.5310, -0.5210], [-1.6641, 1.5012, -4.4477], [-1.8517, 1.2113, -3.1063], [-0.6938, 1.3549, -2.4482], [0.2418, 1.7150, -3.3487], [-0.3189, 1.8213, -4.5538], [1.6316, 2.1050, -2.8317], [2.4004, 0.8880, -2.2998], [3.5865, 0.4113, -2.6909], [3.9637, -0.5984, -1.8274], [2.9256, -0.6746, -0.9093], [1.9798, 0.2317, -1.1895], [1.3755, 3.0183, -1.6156], [1.8752, 4.2373, -1.4297], [1.5397, 4.6706, -0.1622], [0.8244, 3.6213, 0.3795], [0.7071, 2.6063, -0.4991], [-2.4014, 1.4949, -5.2301], [-2.7412, 0.8952, -2.5885], [0.2668, 2.1380, -5.4007], [2.2607, 2.6694, -3.6724], [4.0831, 0.8278, -3.5514], [4.8594, -1.1919, -1.8566], [2.8266, -1.3478, -0.0774], [2.4429, 4.7107, -2.2132], [1.7798, 5.6084, 0.3051], [0.4124, 3.5806, 1.3651], [0.3561, -5.0713, -0.8904], [0.0076, -4.6356, -2.1038], [-0.1807, -5.6038, -3.0937], [-0.5452, -5.2353, -4.3678], [-0.7425, -3.8915, -4.7043], [-0.5661, -2.9302, -3.7410], [-0.1837, -3.2792, -2.4333], [-0.0171, -2.2343, -1.4464], [-0.3734, -1.0063, -1.7750], [0.4581, -2.4611, -0.2605], [0.4041, -1.3059, 0.4631], [0.8533, -1.3220, 1.6614], [0.6449, -0.0989, 2.4025], [0.7706, -0.0311, 3.7742], [0.1965, 1.0403, 4.4369], [-0.5300, 1.9586, 3.6988], [-0.5748, 1.8383, 2.3237], [0.0778, 0.8775, 1.6619], [0.4160, -4.3256, -0.2660], [-0.0351, -6.6403, -2.8229], [-0.6853, -6.0017, -5.1190], [-1.0309, -3.6162, -5.7088], [-0.7140, -1.8837, -3.9728], [1.2363, -2.2319, 2.1018], [1.2219, -0.8556, 4.3058], [0.2514, 1.1132, 5.5140], [-1.0876, 2.7524, 4.1742], [-1.1772, 2.5127, 1.7360], [-5.5876, -0.5895, 0.3441], [-4.0006, -0.4384, -0.1860], [-3.8021, 1.8586, 1.2082], [-3.4406, -1.6160, -1.2639], [-3.1983, 0.5845, 0.2180], [-1.8992, 0.6169, -0.1172], [-0.8884, -2.4216, 3.2516], [-2.0799, -2.0758, 2.5620], [-2.0732, -0.6427, 2.4044], [-3.1994, -2.4650, 3.2441], [-2.0181, -2.6185, 1.2636]], "lowdin_charge": [1.85, -0.01, -0.10, -0.11, 0.00, -0.02, -0.50, -0.02, -0.03, -0.01, -0.11, -0.06, -0.02, -0.03, -0.01, -0.10, -0.06, 0.11, 0.10, 0.14, 0.13, 0.14, 0.11, 0.11, 0.14, 0.11, 0.09, 0.10, -0.25, 0.01, -0.05, -0.07, -0.02, -0.08, -0.38, -0.23, 0.11, -0.10, -0.02, -0.23, 0.04, 0.01, 0.00, -0.16, -0.02, 0.08, 0.13, 0.11, 0.11, 0.11, 0.16, 0.14, 0.13, 0.13, 0.08, 0.78, -1.14, 0.76, 0.82, -0.89, -0.15, 0.10, -1.24, 0.07, 0.17, 0.09]}

{"formula": "C24H20B2Cl3F4N10O2W", "method": "ωB97M-V/def2-TZVPD", "de_lowest_kcal_mol": 34.5, "total_charge": 1, "orbital_gap_ha": [0.2402, 0.2303], "multiplicity": 3, "energy_ha": -3521.54319, "elements": ["W", "C", "C", "N", "N", "C", "B", "N", "C", "C", "C", "N", "N", "C", "C", "C", "N", "H", "H", "H", "H", "H", "H", "H", "H", "H", "H", "O", "C", "C", "C", "C", "C", "C", "C", "O", "N", "N", "C", "C", "C", "C", "C", "C", "N", "H", "H", "H", "H", "H", "H", "H", "H", "H", "H", "Cl", "C", "Cl", "Cl", "C", "N", "F", "B", "F", "F", "F"], "xyz": [[0.0125, -0.6582, -0.4262], [-4.2203, -1.8386, -1.3190], [-2.8687, -2.1269, -1.2078], [-2.1747, -1.0159, -0.9495], [-3.0674, -0.0054, -0.8807], [-4.2968, -0.4749, -1.1050], [-2.6466, 1.4618, -0.6994], [-1.9599, 1.6047, 0.6668], [-2.2116, 2.4231, 1.6899], [-1.3216, 2.1398, 2.7104], [-0.5446, 1.1026, 2.2184], [-0.9323, 0.7977, 0.9721], [-1.5854, 1.7306, -1.7700], [-1.4117, 2.8046, -2.5410], [-0.3494, 2.5644, -3.3946], [0.0838, 1.2883, -3.0652], [-0.6799, 0.7808, -2.0907], [-5.0233, -2.5224, -1.5277], [-2.3752, -3.0783, -1.3033], [-5.1551, 0.1753, -1.1080], [-3.5773, 2.1955, -0.7893], [-3.0119, 3.1422, 1.6356], [-1.2465, 2.6081, 3.6756], [0.2375, 0.5556, 2.7151], [-2.0573, 3.6631, -2.4542], [0.0441, 3.2120, -4.1578], [0.8840, 0.7307, -3.5161], [3.1126, 2.1274, 3.0330], [2.7118, 3.0378, 2.1364], [2.8719, 4.3825, 2.4670], [2.4800, 5.3713, 1.5906], [1.8990, 5.0510, 0.3616], [1.7205, 3.7314, 0.0249], [2.1233, 2.7083, 0.8972], [1.8470, 1.3392, 0.5353], [1.0594, 1.0661, -0.4774], [2.2882, 0.3307, 1.2479], [1.7188, -0.8111, 0.7673], [2.2985, -1.9329, 1.0337], [1.7966, -3.0869, 0.3621], [2.3932, -4.3379, 0.5082], [1.8853, -5.4156, -0.1807], [0.7717, -5.2118, -0.9851], [0.2573, -3.9380, -1.1070], [0.7517, -2.8766, -0.4734], [3.0341, 1.2337, 2.6527], [3.3211, 4.6163, 3.4230], [2.6316, 6.4091, 1.8567], [1.5925, 5.8305, -0.3219], [1.2600, 3.4549, -0.9151], [3.1727, -1.9445, 1.6706], [3.2540, -4.4224, 1.1582], [2.3416, -6.3930, -0.1062], [0.3237, -6.0257, -1.5358], [-0.5637, -3.7543, -1.7834], [-0.1712, -4.1684, 2.7267], [-1.4958, -3.1158, 2.8945], [-3.1415, -1.1004, 2.1714], [-2.5914, -3.4474, 4.1227], [-1.5747, -2.0151, 1.9945], [-0.7444, -1.7177, 1.1173], [1.9114, -2.9514, -3.0059], [1.4283, -1.6864, -3.0521], [1.9304, -0.8865, -1.9372], [-0.0145, -1.6582, -2.6174], [1.5647, -1.0526, -4.2336]], "lowdin_charge": [1.99, -0.03, -0.12, -0.08, -0.02, -0.06, -0.51, 0.00, -0.04, -0.01, -0.14, -0.08, 0.00, -0.04, -0.01, -0.09, -0.06, 0.11, 0.10, 0.14, 0.13, 0.14, 0.11, 0.12, 0.14, 0.11, 0.11, 0.08, -0.25, 0.00, -0.05, -0.07, 0.00, -0.08, -0.37, -0.20, 0.09, -0.13, 0.00, -0.29, -0.01, -0.01, 0.00, -0.10, -0.01, 0.07, 0.13, 0.11, 0.11, 0.11, 0.16, 0.13, 0.13, 0.13, 0.11, 0.75, -1.15, 0.67, 0.72, -0.83, -0.12, 0.21, -1.17, 0.05, -0.04, 0.21]}

{"formula": "C24H20Cl2InN9O5S", "method": "ωB97M-V/def2-TZVPD", "de_lowest_kcal_mol": 0.0, "total_charge": -1, "orbital_gap_ha": [0.2164, 0.1926], "multiplicity": 2, "energy_ha": -3304.22170, "elements": ["In", "Cl", "C", "C", "C", "N", "C", "O", "C", "C", "C", "C", "C", "N", "C", "C", "C", "Cl", "N", "C", "O", "C", "C", "C", "C", "C", "N", "H", "H", "H", "H", "H", "H", "H", "H", "H", "H", "N", "N", "C", "N", "S", "H", "H", "H", "H", "H", "O", "N", "O", "O", "N", "C", "C", "C", "C", "C", "H", "H", "H", "H", "H"], "xyz": [[-0.1250, 0.4270, -0.4250], [-1.6791, 6.9284, 1.6727], [-1.5381, 5.2255, 1.6336], [-0.6745, 4.6756, 0.6871], [-0.4077, 3.2966, 0.6969], [0.2039, 2.6162, -0.3657], [0.5890, 3.2781, -1.5121], [0.3400, 4.4000, -1.9213], [1.3496, 2.3472, -2.4141], [2.1277, 2.8176, -3.4759], [2.9361, 1.8866, -4.1052], [2.9783, 0.5832, -3.7463], [2.0751, 0.0480, -2.6729], [1.2479, 1.0637, -2.1191], [-0.9413, 2.4489, 1.7393], [-1.8293, 3.0491, 2.6795], [-2.1459, 4.4255, 2.6688], [-3.3842, 5.1183, 3.5822], [-0.6878, 1.0992, 1.7110], [-0.9947, 0.3276, 2.8298], [-1.8364, 0.5172, 3.6917], [-0.1901, -0.9619, 3.0628], [-0.7924, -2.0551, 3.7437], [-0.1394, -3.2688, 3.8727], [1.1112, -3.4356, 3.2560], [1.7172, -2.3191, 2.7101], [1.1101, -1.1162, 2.6295], [-0.3311, 5.2460, -0.2131], [2.1001, 3.8698, -3.7192], [3.6339, 2.2445, -4.8652], [3.6264, -0.1031, -4.2630], [1.4063, -0.6646, -3.1998], [-2.2618, 2.3922, 3.4773], [-1.7112, -1.8278, 4.2691], [-0.6370, -4.0728, 4.3639], [1.5927, -4.3951, 3.4131], [2.7578, -2.3425, 2.4010], [2.0781, 0.4438, 0.5020], [3.0638, -0.1533, -0.3239], [2.5678, -0.9379, -1.5167], [3.6270, -1.7498, -1.9475], [1.1145, -2.0125, -0.9449], [2.4224, 1.3435, 0.7859], [1.8781, -0.1659, 1.3267], [3.6842, -0.7619, 0.1702], [4.4539, -1.3099, -2.2999], [3.2874, -2.4575, -2.6169], [-2.3952, 1.8087, -0.8148], [-2.4801, 1.3911, -1.9739], [-1.5066, 0.6398, -2.3697], [-1.7653, -1.0143, 0.1628], [-2.2711, -2.1133, -0.3673], [-2.5772, -2.2907, -1.6374], [-3.0111, -3.5278, -2.1500], [-3.2341, -4.5974, -1.3106], [-2.9106, -4.3385, 0.0268], [-2.4493, -3.1394, 0.5174], [-2.4429, -1.5120, -2.3584], [-3.0679, -3.6467, -3.2291], [-3.6061, -5.5599, -1.7119], [-2.8076, -5.1568, 0.7551], [-2.2485, -2.9508, 1.5520]], "lowdin_charge": [0.69, 0.63, -0.72, -0.06, -0.21, 0.02, -0.44, 0.04, -0.17, 0.02, -0.09, -0.01, -0.31, 0.06, -0.23, -0.03, -0.73, 0.65, 0.05, -0.43, 0.03, -0.13, -0.03, -0.08, -0.07, -0.15, 0.08, 0.11, 0.12, 0.11, 0.09, 0.14, 0.10, 0.11, 0.09, 0.10, 0.11, -0.04, -0.08, -0.84, 0.02, 0.53, 0.10, 0.03, 0.08, 0.07, 0.08, -0.10, -0.19, -0.23, -0.18, -0.15, -0.01, -0.04, -0.07, -0.06, 0.02, 0.12, 0.11, 0.12, 0.11, 0.12]}

{"formula": "C24H20CoFN3O2Te", "method": "ωB97M-V/def2-TZVPD", "de_lowest_kcal_mol": 0.0, "total_charge": 1, "orbital_gap_ha": [0.2385, 0.1563], "multiplicity": 5, "energy_ha": -2991.69597, "elements": ["Co", "O", "C", "O", "C", "C", "C", "N", "C", "C", "C", "C", "C", "C", "C", "N", "C", "C", "C", "C", "C", "N", "H", "H", "H", "H", "H", "H", "H", "H", "H", "H", "C", "Te", "C", "H", "H", "H", "H", "H", "H", "F", "C", "C", "C", "C", "C", "C", "H", "H", "H", "H"], "xyz": [[0.1003, 0.0226, -0.3849], [-0.3889, -1.6930, 6.3253], [0.5397, -1.0696, 5.8313], [1.5497, -0.5155, 6.3460], [0.5242, -0.8899, 4.2933], [1.5309, -0.2100, 3.6201], [1.4252, -0.0737, 2.2489], [0.3816, -0.5800, 1.5800], [-0.5889, -1.2418, 2.2204], [-0.5488, -1.4185, 3.5904], [-1.6722, -1.7268, 1.3314], [-2.6837, -2.5750, 1.7506], [-3.6357, -2.9815, 0.8288], [-3.5471, -2.5351, -0.4806], [-2.5057, -1.6910, -0.8232], [-1.5934, -1.2901, 0.0638], [2.4036, 0.6351, 1.3891], [3.6419, 1.0725, 1.8285], [4.4847, 1.7033, 0.9269], [4.0733, 1.8760, -0.3861], [2.8233, 1.4125, -0.7518], [2.0073, 0.8129, 0.1177], [2.3517, 0.2012, 4.1904], [-1.3147, -1.9346, 4.1535], [-2.7214, -2.9204, 2.7735], [-4.4333, -3.6469, 1.1301], [-4.2642, -2.8386, -1.2295], [-2.3784, -1.3231, -1.8338], [3.9484, 0.9124, 2.8519], [5.4585, 2.0489, 1.2464], [4.7082, 2.3536, -1.1181], [2.4528, 1.5062, -1.7657], [-0.4026, 3.7384, -0.9889], [-1.2976, 2.2654, 0.2514], [-3.0763, 2.0235, -0.8829], [-1.0171, 4.6337, -0.9622], [-0.3077, 3.3643, -2.0042], [0.5800, 3.9580, -0.5778], [-2.8286, 1.8902, -1.9319], [-3.7015, 2.9002, -0.7419], [-3.5872, 1.1405, -0.5062], [0.6423, -1.1538, -6.3334], [0.4688, -0.8853, -5.0343], [-0.1756, 0.2841, -4.6772], [-0.3525, 0.5520, -3.3264], [0.1141, -0.3230, -2.3440], [0.7436, -1.5036, -2.7543], [0.9339, -1.7910, -4.0982], [-0.5266, 0.9577, -5.4475], [-0.8628, 1.4691, -3.0528], [1.0992, -2.2256, -2.0249], [1.4253, -2.6967, -4.4271]], "lowdin_charge": [0.46, 0.13, -0.51, 0.31, -0.06, 0.07, -0.16, 0.07, -0.16, 0.09, -0.19, 0.02, -0.02, -0.02, -0.09, 0.04, -0.19, 0.02, -0.02, -0.02, -0.08, 0.03, 0.12, 0.13, 0.12, 0.12, 0.12, 0.12, 0.12, 0.12, 0.12, 0.12, -0.41, 1.30, -0.40, 0.01, 0.00, 0.00, 0.00, 0.01, 0.00, 0.07, -0.29, -0.01, -0.14, -0.28, -0.13, -0.02, 0.12, 0.06, 0.09, 0.12]}

{"formula": "C24H20F3FeNO9S", "method": "ωB97M-V/def2-TZVPD", "de_lowest_kcal_mol": 7.1, "total_charge": -2, "orbital_gap_ha": [0.2196, 0.2196], "multiplicity": 5, "energy_ha": -3620.16535, "elements": ["Fe", "O", "C", "C", "C", "N", "C", "C", "C", "O", "O", "C", "O", "O", "H", "H", "H", "C", "C", "C", "O", "C", "O", "O", "H", "H", "H", "H", "H", "H", "H", "O", "S", "C", "C", "C", "C", "C", "C", "C", "C", "C", "C", "C", "C", "H", "H", "H", "H", "H", "H", "H", "H", "H", "H", "F", "C", "F", "F"], "xyz": [[-0.1102, 1.7163, 0.0844], [4.1784, -1.7379, -2.8137], [3.1730, -1.1374, -2.0980], [3.3780, -0.6804, -0.8072], [2.3186, -0.0782, -0.1536], [1.1360, 0.0790, -0.7358], [0.9264, -0.4045, -1.9571], [1.9236, -1.0268, -2.6865], [-0.5106, -0.2747, -2.4769], [-0.7972, -0.9286, -3.4890], [-1.2458, 0.4872, -1.7881], [2.3975, 0.3426, 1.3206], [3.4258, 0.0103, 1.9325], [1.3626, 0.9087, 1.7544], [4.9840, -1.6723, -2.2901], [4.3194, -0.7913, -0.2813], [1.7145, -1.4131, -3.6737], [0.5220, 3.1312, -3.7430], [0.2234, 3.7852, -2.3976], [-0.1519, 5.2509, -2.5660], [-0.8881, 3.1542, -1.7738], [1.5018, 3.6833, -1.5162], [2.4878, 4.3121, -1.9211], [1.4575, 2.9375, -0.4869], [-0.3559, 3.2011, -4.3927], [0.7751, 2.0762, -3.6156], [1.3680, 3.6296, -4.2155], [-0.9811, 5.3382, -3.2742], [0.7074, 5.8196, -2.9188], [-0.4780, 5.6445, -1.6015], [-1.0863, 2.2853, -2.1710], [-1.4467, 0.2049, 1.3128], [-0.8660, -0.6099, 2.4186], [0.0515, -1.9432, 1.6505], [1.2070, -2.3962, 2.2604], [1.9630, -3.3707, 1.6171], [1.5663, -3.8484, 0.3782], [0.4126, -3.3625, -0.2336], [-0.3535, -2.4043, 0.4054], [-2.2685, -1.6310, 2.9307], [-3.5013, -1.4016, 2.3479], [-4.5934, -2.1562, 2.7621], [-4.4482, -3.1176, 3.7508], [-3.2050, -3.3307, 4.3373], [-2.1124, -2.5824, 3.9303], [1.5519, -1.9411, 3.1809], [2.8909, -3.7076, 2.0618], [2.1803, -4.5753, -0.1404], [0.1371, -3.6912, -1.2280], [-1.2160, -1.9562, -0.0773], [-3.5756, -0.6373, 1.5826], [-5.5616, -1.9857, 2.3072], [-5.3032, -3.7024, 4.0685], [-3.0878, -4.0804, 5.1109], [-1.1366, -2.7428, 4.3765], [-1.4883, 2.8906, 2.5672], [-1.4603, 3.0444, 1.1753], [-2.8144, 2.9785, 0.8593], [-1.1975, 4.4084, 1.0400]], "lowdin_charge": [0.83, 0.04, -0.29, 0.06, -0.16, 0.12, -0.18, 0.06, -0.64, -0.02, -0.07, -0.64, -0.02, -0.09, 0.09, 0.12, 0.12, -0.01, -0.53, -0.03, -0.06, -0.60, -0.01, -0.06, 0.09, 0.08, 0.08, 0.08, 0.08, 0.09, 0.06, -0.52, 1.06, -0.37, -0.09, -0.08, -0.09, -0.07, -0.06, -0.35, -0.05, -0.08, -0.11, -0.10, -0.09, 0.12, 0.10, 0.10, 0.11, 0.12, 0.12, 0.10, 0.09, 0.09, 0.11, -0.06, -0.50, -0.04, -0.04]}

{"formula": "C24H20F4In", "method": "ωB97M-V/def2-TZVPD", "de_lowest_kcal_mol": 25.0, "total_charge": 3, "orbital_gap_ha": 0.0582, "energy_ha": -1514.89834, "elements": ["In", "F", "C", "C", "C", "C", "C", "C", "H", "H", "H", "H", "H", "F", "C", "C", "C", "C", "C", "C", "H", "H", "H", "H", "H", "F", "C", "C", "C", "C", "C", "C", "H", "H", "H", "H", "H", "F", "C", "C", "C", "C", "C", "C", "H", "H", "H", "H", "H"], "xyz": [[1.2779, -0.2940, -2.5234], [0.1490, 0.2310, 0.1610], [-0.2608, 0.5637, 1.4497], [-0.0581, 1.8560, 1.9063], [-0.2558, 2.1060, 3.2646], [-0.7867, 1.0822, 4.1192], [-1.0721, -0.1747, 3.5740], [-0.7788, -0.4382, 2.2499], [0.2581, 2.7145, 1.3323], [0.0915, 3.0583, 3.6373], [-0.8582, 1.2850, 5.1776], [-1.3204, -0.9911, 4.2360], [-0.8626, -1.4254, 1.8199], [0.9797, -2.5065, -0.5213], [0.7770, -3.1506, 0.6307], [-0.3794, -3.8984, 0.8165], [-0.6656, -4.4244, 2.0795], [0.2621, -4.2569, 3.0657], [1.4558, -3.5254, 2.8908], [1.6321, -2.9792, 1.6825], [-1.0790, -3.8683, -0.0057], [-1.6244, -4.8733, 2.2930], [0.1719, -4.6908, 4.0505], [2.1676, -3.4312, 3.6975], [2.4889, -2.3266, 1.6018], [-1.1044, -1.4392, -1.7191], [-2.4164, -1.7099, -1.6212], [-3.2653, -0.8252, -0.9810], [-4.5442, -1.1908, -0.7677], [-5.0350, -2.4225, -1.2825], [-4.1598, -3.2832, -1.9698], [-2.8474, -2.9197, -2.0865], [-2.9484, 0.1361, -0.6043], [-5.2438, -0.4717, -0.3679], [-6.0914, -2.6148, -1.1668], [-4.4982, -4.1587, -2.5041], [-2.1105, -3.5042, -2.6172], [2.5407, 2.3659, -2.9233], [3.0153, 3.5873, -2.8722], [4.3514, 3.8150, -3.3189], [4.8769, 5.1179, -3.2884], [4.0686, 6.1729, -2.9121], [2.7545, 5.9971, -2.5222], [2.2533, 4.7113, -2.5272], [4.9142, 2.9881, -3.7261], [5.8271, 5.3804, -3.7297], [4.5473, 7.1398, -2.8639], [2.1550, 6.8297, -2.1849], [1.2510, 4.6566, -2.1287]], "lowdin_charge": [1.23, -0.06, -0.19, 0.02, 0.02, 0.04, -0.02, 0.01, 0.13, 0.13, 0.13, 0.13, 0.10, 0.01, -0.25, 0.04, -0.01, 0.00, -0.01, -0.01, 0.11, 0.13, 0.13, 0.14, 0.14, -0.08, -0.25, 0.00, -0.02, 0.05, 0.00, 0.00, 0.13, 0.13, 0.13, 0.14, 0.14, 0.00, -0.22, 0.07, 0.00, 0.01, -0.01, 0.02, 0.13, 0.14, 0.14, 0.14, 0.13]}